Computed, not measured: C3H4O2 as an isolated structure, with ωB97M-V/def2-TZVPD.

The geometry in ORCA input format:
```
! wB97M-V def2-TZVPD RIJCOSX def2/J DEFGRID3
* xyz 0 1
C 0.29492 -0.31635 0.87323
C -0.38297 -1.31348 0.30899
C -0.62432 0.64266 0.22072
O -1.36151 -0.43378 -0.25430
O 0.91197 1.07566 -1.52413
H 1.24241 -0.17588 1.32722
H -0.27288 -2.35567 0.33105
H -0.89510 1.65669 0.52500
H 1.53234 1.27866 -0.72225
*
```

## Properties
Kohn-Sham gap (alpha / beta) (eV): 8.072 / 8.069
Relative energy (zero: lowest compared OMol25 entry of this formula, charge and spin) (eV): 6.344
Highest occupied orbital energy (alpha / beta) (eV): -9.41 / -9.41
Calculated total energy (eV): -7264.342
LUMO energy (alpha / beta) (eV): -1.34 / -1.34

***

Computed, not measured: C17H45F6N5O8S2 as an isolated structure, with ωB97M-V/def2-TZVPD.

The geometry in ORCA input format:
```
! wB97M-V def2-TZVPD RIJCOSX def2/J DEFGRID3
* xyz -1 2
N -0.05708 -0.62550 -0.20921
H 0.19590 -0.39646 0.74138
H 0.24343 0.05994 -0.88742
H -1.04474 -0.83675 -0.20773
H 0.28064 -1.54763 -0.44525
C -3.57007 -0.46939 1.87238
F -3.75327 -0.70849 3.16862
F -4.59193 0.21283 1.34835
F -2.47243 0.20046 1.75881
S -3.37297 -2.19449 0.95395
O -2.57268 -3.03665 1.80328
O -4.78975 -2.56804 0.74173
N -2.43883 -1.70660 -0.44168
S -2.83660 -2.61174 -1.62788
O -1.86197 -2.31898 -2.66047
O -3.08782 -4.00256 -1.24605
C -4.60819 -1.91514 -2.19101
F -4.96624 -0.89889 -1.40597
F -4.58954 -1.49862 -3.46196
F -5.51320 -2.96754 -2.08771
C 2.23119 0.15423 4.26893
C 2.34378 -0.71817 3.06383
C 1.93595 -2.07386 3.44689
O 1.55397 -0.34803 1.96831
H 2.55514 1.13485 3.92029
H 2.71138 -0.14488 5.20062
H 1.21276 0.10183 4.65384
H 3.42995 -0.74354 2.97612
H 2.37254 -2.33853 4.40994
H 2.33605 -2.81685 2.75696
H 0.86158 -2.01230 3.62017
H 1.73010 0.58959 1.86135
C 2.06578 4.07158 3.54231
C 1.19355 3.09384 2.68814
C 0.14921 3.97070 2.00897
O -0.65570 3.30091 1.02946
C -1.95706 3.82437 0.98866
N 2.05356 2.52080 1.66872
H 1.49046 4.64743 4.26723
H 2.62792 4.78414 2.93869
H 2.94731 3.57723 3.95050
H 0.79624 2.27889 3.29319
H 0.51139 4.86113 1.49509
H -0.42562 4.38737 2.83605
H -2.28343 4.05837 2.00199
H -2.64158 3.01848 0.72397
H -2.09302 4.64586 0.28528
H 2.75941 3.12895 1.27880
H 1.33173 2.25094 1.01586
C 4.24412 -2.09671 -2.75519
C 2.88624 -2.02600 -2.04228
C 2.48485 -3.26837 -1.17569
O 1.19523 -2.95129 -0.58930
C 0.80163 -3.97657 0.36727
N 2.85208 -0.90178 -1.10751
H 4.22898 -2.77869 -3.60535
H 5.09616 -2.53703 -2.23728
H 4.52267 -1.11929 -3.14908
H 2.22698 -1.93842 -2.90589
H 3.40675 -3.32649 -0.59707
H 2.39524 -4.17161 -1.77919
H 1.57124 -4.49495 0.93920
H 0.19838 -4.64286 -0.24936
H 0.09813 -3.50634 1.05434
H 3.75515 -0.76318 -0.67699
H 2.35672 -1.32468 -0.33557
C 0.30630 0.06964 -3.57689
C -0.21820 1.41828 -3.08113
C -1.82124 1.38672 -2.85144
O -2.63492 1.51633 -3.99921
C -3.96944 1.86466 -3.71587
N 0.48560 1.72051 -1.89170
H -0.21456 -0.23281 -4.48536
H 0.12772 -0.80015 -2.94468
H 1.38527 0.06947 -3.73154
H -0.10764 2.22493 -3.80583
H -1.91706 2.20250 -2.13490
H -2.06638 0.61162 -2.12533
H -4.16102 2.90627 -3.97369
H -4.15649 1.73420 -2.64999
H -4.73718 1.26562 -4.20558
H 0.19584 2.60535 -1.50028
H 1.44569 1.88604 -2.15801
*
```

## Properties
Kohn-Sham gap (alpha / beta) (eV): 1.959 / 9.695
Highest occupied orbital energy (alpha / beta) (eV): 0.56 / -7.26
Calculated total energy (eV): -80159.175
LUMO energy (alpha / beta) (eV): 2.52 / 2.43

***

Computed, not measured: one molecule with the formula C8H6O, with ωB97M-V/def2-TZVPD.

The geometry in ORCA input format:
```
! wB97M-V def2-TZVPD RIJCOSX def2/J DEFGRID3
* xyz 0 1
O -1.34603 -0.19716 2.40017
C -0.67260 -0.19155 1.23788
C -0.22848 -1.22723 0.50962
C 0.46150 -0.83648 -0.74814
C -0.49507 -0.00952 -1.49842
C -0.90734 1.06984 -0.80459
C -0.30663 1.22025 0.52319
C 1.14404 1.13598 0.33882
C 1.55894 0.05064 -0.34618
H -1.56780 -1.09979 2.65915
H -0.35142 -2.25505 0.79741
H -0.85072 -0.24461 -2.48408
H -1.61830 1.76954 -1.20078
H 1.83087 1.87697 0.70227
H 2.59565 -0.13633 -0.55907
*
```

## Properties
SMILES: Oc1cc2ccc1cc2
Kohn-Sham gap (alpha / beta) (eV): 7.396 / 7.695
Relative energy (zero: lowest compared OMol25 entry of this formula, charge and spin) (eV): 5.717
Highest occupied orbital energy (alpha / beta) (eV): -7.95 / -7.95
Calculated total energy (eV): -10433.572
LUMO energy (alpha / beta) (eV): -0.56 / -0.26

***

Computed, not measured: C5H9N as an isolated structure, with ωB97M-V/def2-TZVPD.

The geometry in ORCA input format:
```
! wB97M-V def2-TZVPD RIJCOSX def2/J DEFGRID3
* xyz 0 1
C -0.53793 0.25328 -1.66020
C -0.13266 0.03460 -0.22800
C -0.51348 -1.01064 0.84160
N 0.57602 -0.21854 1.55481
C 1.29706 -0.28650 0.22279
C -0.15126 0.99519 0.96721
H 0.18002 0.94320 -2.12264
H -1.54077 0.67604 -1.76716
H -0.49022 -0.69135 -2.21187
H -1.48288 -0.93381 1.34692
H -0.25559 -2.05413 0.63380
H 1.67495 -1.28480 -0.03543
H 2.07997 0.47071 0.10549
H 0.39746 1.93905 0.86480
H -1.10069 1.16769 1.48788
*
```

## Properties
Kohn-Sham gap (eV): 10.006
Relative energy (zero: lowest compared OMol25 entry of this formula, charge and spin) (eV): 2.797
Highest occupied orbital energy (eV): -9.03
Calculated total energy (eV): -6818.198
LUMO energy (eV): 0.98

***

Computed, not measured: a 2-piece molecular cluster, C3H11NOS overall, with ωB97M-V/def2-TZVPD.

The geometry in ORCA input format:
```
! wB97M-V def2-TZVPD RIJCOSX def2/J DEFGRID3
* xyz 0 1
C 2.86235 -0.56664 -0.88127
S 1.73408 -1.13952 0.39598
C 2.82313 -2.24047 1.33696
H 3.70611 -0.00644 -0.48500
H 3.25029 -1.39558 -1.46873
H 2.27407 0.09413 -1.50671
H 2.82883 -3.25099 0.92035
H 2.40928 -2.24135 2.34448
H 3.85268 -1.89210 1.28060
N -2.22132 1.30876 -1.12647
C -3.55666 1.46428 -0.53721
O -3.47358 2.25670 0.59768
H -1.68760 0.87928 -0.37549
H -2.28089 0.63298 -1.88302
H -4.01366 0.51527 -0.22172
H -4.26140 1.85099 -1.28871
H -3.30713 3.15794 0.29770
*
```

## Properties
SMILES: CSC.NCO
Kohn-Sham gap (eV): 9.441
Relative energy (zero: lowest compared OMol25 entry of this formula, charge and spin) (eV): 0.778
Highest occupied orbital energy (eV): -8.52
Calculated total energy (eV): -17661.644
LUMO energy (eV): 0.92

***

Computed, not measured: C22H23N5O2OsSe as an isolated structure, with ωB97M-V/def2-TZVPD.

The geometry in ORCA input format:
```
! wB97M-V def2-TZVPD RIJCOSX def2/J DEFGRID3
* xyz 4 5
N 2.03776 3.68394 -0.56074
C 1.23574 4.48669 -0.31168
C 0.23616 5.53726 -0.12700
H -0.78445 5.10325 -0.23291
H 0.36521 6.31046 -0.89407
H 0.33869 6.01468 0.85852
N 2.33510 -1.77491 -0.84508
C 3.33212 -2.28399 -1.14232
C 4.56737 -2.99660 -1.33926
H 5.14738 -2.47770 -2.12650
H 4.34913 -4.01600 -1.70117
H 5.13342 -3.02990 -0.38475
N -2.58173 -3.18347 -0.55542
C -3.64937 -2.82156 -0.27490
C -5.03043 -2.40236 -0.03205
H -5.45658 -2.93015 0.83565
H -5.64111 -2.63292 -0.91661
H -5.06190 -1.30153 0.13335
Os 0.34456 -0.24361 -0.83668
C -0.14967 -1.56784 0.44130
O -0.38786 -2.32925 1.29035
C 1.40778 0.72366 0.42100
O 1.99206 1.23579 1.28719
C 0.52621 1.32006 -2.59390
C -0.69519 1.30935 -1.91212
C -1.47007 0.13622 -1.90696
C -0.99412 -0.98626 -2.59743
C 0.35920 -1.06483 -2.93126
C 1.15335 0.09934 -2.87294
H 1.04022 2.26243 -2.69243
H -1.04738 2.19428 -1.39543
H -2.41213 0.10722 -1.37715
H -1.64898 -1.84151 -2.67131
H 0.81883 -2.00370 -3.21833
H 2.21287 0.03319 -3.08188
C 0.08865 2.58870 3.60985
N -0.53605 1.28485 3.70642
C -1.26597 0.63160 2.75065
Se -1.75686 1.33016 1.16492
N -1.60632 -0.57889 3.30665
C -1.22090 -0.62805 4.64205
C -1.21090 -1.67969 5.54308
C -0.44888 -1.49971 6.70539
C 0.21834 -0.28424 6.96787
C 0.14348 0.78450 6.06896
C -0.55535 0.56384 4.89488
H -0.18716 3.17463 4.49671
H -0.28677 3.05354 2.70150
H 1.18455 2.49984 3.56273
H -2.03469 -1.35791 2.80828
H -1.77490 -2.58175 5.29779
H -0.35970 -2.31318 7.41812
H 0.80798 -0.18634 7.88003
H 0.61390 1.75608 6.21791
*
```

## Properties
Kohn-Sham gap (alpha / beta) (eV): 6.711 / 5.015
Relative energy (zero: lowest compared OMol25 entry of this formula, charge and spin) (eV): 0.000
Highest occupied orbital energy (alpha / beta) (eV): -19.61 / -21.37
Calculated total energy (eV): -102499.884
LUMO energy (alpha / beta) (eV): -12.90 / -16.35

***

Computed, not measured: one molecule with the formula C22H20N4O2S, with ωB97M-V/def2-TZVPD.

The geometry in ORCA input format:
```
! wB97M-V def2-TZVPD RIJCOSX def2/J DEFGRID3
* xyz 0 1
C 4.89491 -1.36964 1.08036
C 4.07259 -1.95792 -0.01098
O 4.50738 -3.08762 -0.60207
C 3.64456 -3.39297 -1.58846
C 2.64972 -2.47421 -1.65749
C 2.91863 -1.53305 -0.62091
C 2.12339 -0.36254 -0.32034
N 1.77844 0.55520 -1.17949
N 1.04778 1.48071 -0.53868
C 0.94344 1.11095 0.71390
S 0.10891 1.95340 1.97976
C -0.34519 3.49035 1.10934
C -1.62856 3.33857 0.28825
O -2.68496 3.76872 0.69754
N -1.41236 2.70903 -0.88557
C -2.33333 2.37673 -1.88273
C -1.85819 1.62861 -2.95942
C -2.71021 1.27183 -3.98589
C -4.04144 1.65539 -3.95260
C -4.51281 2.39734 -2.88325
C -3.66997 2.76119 -1.84833
N 1.61995 -0.05370 0.92180
C 1.58571 -0.85411 2.12146
C 0.21474 -1.46499 2.28743
C -0.23929 -2.38580 1.35090
C -1.51028 -2.91973 1.45864
C -2.33573 -2.53887 2.50358
C -1.88659 -1.62368 3.43955
C -0.61629 -1.08471 3.33058
H 5.93283 -1.30167 0.75853
H 4.86680 -1.99309 1.97476
H 4.53491 -0.37432 1.32490
H 3.84768 -4.27607 -2.16004
H 1.82619 -2.44287 -2.33933
H 0.50432 3.77816 0.49208
H -0.51664 4.21925 1.90082
H -0.46124 2.35583 -1.04679
H -0.81884 1.33255 -2.98060
H -2.33371 0.69261 -4.81634
H -4.70647 1.37643 -4.75634
H -5.54940 2.69908 -2.85122
H -4.03859 3.33776 -1.01656
H 2.34259 -1.63502 2.02215
H 1.82548 -0.21402 2.97573
H 0.40401 -2.68040 0.53301
H -1.85720 -3.63171 0.72476
H -3.32911 -2.95361 2.58544
H -2.52802 -1.32131 4.25337
H -0.27054 -0.36208 4.05479
*
```

## Properties
SMILES: Cc1occc1-c1nnc(SCC(=O)Nc2ccccc2)n1Cc1ccccc1
Kohn-Sham gap (eV): 8.620
Relative energy (zero: lowest compared OMol25 entry of this formula, charge and spin) (eV): 0.598
Highest occupied orbital energy (eV): -8.14
Calculated total energy (eV): -44029.565
LUMO energy (eV): 0.48